(1)
96
Properties=species:S:1:pos:R:3 method="wB97M-V/def2-TZVPD" e_above_lowest_ev=35.1744 total_charge=-1 e_lumo_ev=2.33 energy_ev=-63136.6184 homo_ev=-0.843 gap_ev=3.2
Cl 13.967 0.663 13.537
O 14.436 1.952 13.928
O 14.764 0.049 12.639
O 13.795 -0.120 14.722
O 12.711 0.920 12.943
C 14.437 3.147 16.202
O 13.312 3.870 16.438
H 14.947 2.760 17.085
H 14.146 2.319 15.556
H 15.176 3.773 15.703
H 13.559 4.782 16.607
C 13.407 4.553 13.980
C 12.159 3.829 13.890
C 11.906 3.156 12.591
O 10.682 2.293 12.786
C 10.120 1.988 11.462
N 12.224 2.930 14.983
H 13.328 5.223 13.123
H 14.287 3.931 13.814
H 13.423 5.167 14.880
H 11.392 4.572 14.110
H 12.792 2.622 12.250
H 11.770 3.997 11.910
H 9.040 1.962 11.315
H 10.571 1.058 11.116
H 10.286 2.815 10.771
H 12.812 3.341 15.693
H 12.897 2.252 14.653
C 10.938 -1.102 14.901
C 10.661 0.381 15.080
C 11.607 1.010 16.087
O 11.128 2.320 16.313
C 11.988 2.858 17.339
N 10.780 1.077 13.719
H 11.983 -1.371 14.748
H 10.444 -1.430 13.986
H 10.620 -1.724 15.737
H 9.659 0.635 15.428
H 12.659 0.996 15.801
H 11.528 0.365 16.962
H 13.020 2.508 17.308
H 11.603 2.653 18.338
H 12.037 3.937 17.197
H 10.346 0.504 13.009
H 11.670 0.858 13.296
C 12.948 -2.734 10.844
C 13.884 -1.913 11.716
C 14.044 -2.349 13.083
O 12.874 -2.403 13.890
C 13.136 -2.714 15.196
N 15.128 -1.668 11.064
H 13.068 -2.447 9.799
H 11.948 -2.567 11.245
H 13.226 -3.786 10.773
H 13.488 -0.898 11.751
H 14.817 -1.767 13.585
H 14.552 -3.311 13.016
H 12.210 -2.746 15.770
H 13.640 -1.811 15.541
H 13.762 -3.579 15.411
H 15.216 -0.662 11.053
H 15.979 -1.925 11.543
C 17.473 -1.158 14.606
C 16.616 0.126 15.171
C 17.176 0.679 16.572
O 17.664 -0.396 17.399
C 17.898 0.170 18.716
N 16.446 1.110 14.069
H 18.456 -0.772 14.335
H 17.069 -1.541 13.669
H 17.445 -1.921 15.384
H 15.630 -0.301 15.353
H 16.458 1.366 17.020
H 17.996 1.386 16.446
H 16.972 0.575 19.123
H 18.646 0.963 18.688
H 18.140 -0.698 19.329
H 16.227 0.444 13.342
H 15.665 1.741 14.176
C 15.795 2.106 8.718
C 14.917 2.079 10.032
C 13.454 2.075 9.596
O 13.096 3.264 8.893
C 12.464 4.202 9.792
N 15.321 1.007 10.953
H 15.556 2.968 8.096
H 15.586 1.249 8.078
H 16.781 2.484 8.989
H 15.244 2.973 10.564
H 12.898 1.887 10.514
H 13.339 1.204 8.951
H 11.512 3.736 10.047
H 12.201 5.218 9.496
H 13.147 4.303 10.635
H 15.359 0.078 10.560
H 14.799 0.807 11.794


(2)
99
Properties=species:S:1:pos:R:3 method="wB97M-V/def2-TZVPD" total_charge=+2 e_lumo_ev=-8.99 energy_ev=-128286.1138 homo_ev=-13.427 gap_ev=4.4
Zn 1.616 2.455 -2.518
O -3.071 2.337 -1.849
V -1.779 2.215 -2.875
O -1.881 0.798 -3.612
C -0.208 -0.847 -0.556
C -0.200 0.688 -0.274
C 0.402 0.912 1.142
O 0.148 1.406 -1.443
H -0.454 -1.027 -1.603
H -0.941 -1.413 0.019
H 0.747 -1.341 -0.382
H -1.266 0.902 -0.184
H 0.167 0.124 1.858
H 0.219 1.882 1.604
H 1.483 0.781 1.106
C 0.790 4.549 -0.246
O 1.590 3.930 -0.989
N 0.932 4.332 1.038
N -0.217 5.365 -0.655
H 1.620 3.848 1.597
H 0.175 4.776 1.539
H -0.494 6.161 -0.099
H -0.592 5.280 -1.589
C 3.855 0.661 -1.025
O 3.080 1.569 -1.243
N 5.121 0.742 -0.718
N 3.487 -0.610 -1.157
H 5.596 1.633 -0.698
H 5.642 -0.061 -0.396
H 2.501 -0.807 -1.056
H 4.138 -1.334 -0.888
C 3.640 2.524 3.370
O 2.968 3.418 2.919
N 3.944 2.436 4.689
N 4.203 1.581 2.634
H 3.719 3.267 5.218
H 4.594 1.726 4.993
H 4.735 0.949 3.214
H 4.026 1.455 1.648
C -2.551 2.497 3.424
C -2.576 3.765 2.612
C -2.943 3.609 1.151
O -3.329 4.852 3.194
H -2.286 2.747 4.451
H -1.788 1.779 3.123
H -3.529 2.019 3.486
H -1.516 4.019 2.595
H -2.636 2.639 0.760
H -2.432 4.348 0.534
H -4.017 3.793 1.123
H -3.087 5.067 4.098
C -1.614 -4.681 -0.155
C -2.430 -4.811 -1.405
C -1.917 -4.083 -2.669
O -2.412 -6.190 -1.716
H -0.625 -5.136 -0.209
H -2.135 -5.129 0.691
H -1.538 -3.630 0.124
H -3.462 -4.484 -1.270
H -2.571 -4.361 -3.495
H -0.867 -4.270 -2.895
H -2.007 -3.001 -2.574
H -2.805 -6.648 -0.970
C 0.874 -3.953 2.359
C 2.386 -3.755 2.513
C 2.631 -2.191 2.658
O 3.077 -4.525 3.478
H 0.604 -3.842 3.410
H 0.759 -4.946 1.925
H 0.491 -3.131 1.755
H 2.968 -3.947 1.612
H 3.637 -1.777 2.591
H 2.305 -1.807 3.624
H 2.185 -1.579 1.874
H 2.753 -4.658 4.372
C 0.927 -0.214 -5.402
C 1.979 -0.399 -4.377
C 3.282 -1.105 -4.770
O 2.311 0.908 -3.791
H 0.331 -1.114 -5.555
H 1.441 0.051 -6.326
H 0.174 0.563 -5.270
H 1.431 -0.987 -3.641
H 4.066 -1.121 -4.012
H 3.709 -0.613 -5.644
H 2.902 -2.083 -5.065
H 3.138 1.204 -4.178
C -4.217 -0.071 0.945
C -5.255 -0.375 -0.108
C -4.432 -1.114 -1.208
O -6.241 -1.294 0.326
H -3.355 0.477 0.564
H -3.916 -1.028 1.371
H -4.704 0.477 1.752
H -5.693 0.529 -0.532
H -5.060 -1.214 -2.093
H -4.001 -2.063 -0.891
H -3.686 -0.518 -1.735
H -6.766 -0.759 0.926


(3)
95
Properties=species:S:1:pos:R:3 method="wB97M-V/def2-TZVPD" e_above_lowest_ev=0.0000 e_lumo_ev=0.22 energy_ev=-51408.0154 smiles=COCCOC.COCCOC.COCCOC.COCCOC.COCCOC.CO.O.O.O homo_ev=-9.297 gap_ev=9.5
C 1.317 0.727 3.766
O 1.494 1.959 4.400
C 0.298 2.475 4.939
C 0.525 3.905 5.377
O 1.386 4.055 6.476
C 0.831 3.587 7.685
H 2.308 0.324 3.542
H 0.791 0.790 2.809
H 0.865 -0.008 4.446
H -0.124 1.847 5.735
H -0.447 2.455 4.133
H -0.444 4.400 5.550
H 0.894 4.503 4.542
H -0.151 4.015 7.908
H 1.536 3.853 8.469
H 0.736 2.496 7.657
C -1.022 4.573 2.105
O -0.060 3.539 1.972
C -0.323 2.734 0.841
C -1.457 1.729 0.982
O -2.733 2.324 1.163
C -3.729 1.350 1.440
H -0.603 5.352 2.747
H -1.940 4.179 2.542
H -1.233 5.090 1.163
H 0.571 2.124 0.680
H -0.427 3.356 -0.054
H -1.229 0.994 1.761
H -1.519 1.154 0.049
H -4.178 1.016 0.506
H -4.497 1.851 2.036
H -3.345 0.549 2.073
C 7.316 -2.813 -5.796
O 6.104 -2.491 -5.199
C 6.169 -1.877 -3.944
C 4.820 -1.851 -3.254
O 4.489 -3.142 -2.791
C 3.657 -3.070 -1.641
H 7.726 -1.977 -6.386
H 7.194 -3.649 -6.481
H 8.115 -3.013 -5.069
H 6.617 -0.878 -4.015
H 6.860 -2.433 -3.292
H 4.029 -1.536 -3.946
H 4.865 -1.089 -2.469
H 2.721 -2.555 -1.903
H 4.175 -2.584 -0.816
H 3.307 -4.084 -1.446
C -0.733 -0.537 -2.550
O -0.250 0.164 -3.672
C -1.283 0.781 -4.413
C -1.924 1.948 -3.697
O -1.052 3.044 -3.568
C -1.690 4.220 -3.167
H -1.203 0.144 -1.831
H 0.122 -1.004 -2.069
H -1.555 -1.218 -2.808
H -2.085 0.082 -4.677
H -0.849 1.142 -5.345
H -2.366 1.669 -2.736
H -2.744 2.276 -4.358
H -2.591 4.426 -3.758
H -0.987 5.049 -3.224
H -1.988 4.163 -2.107
C -5.812 0.307 -2.741
O -4.816 -0.177 -1.869
C -5.135 -1.389 -1.245
C -3.927 -2.165 -0.812
O -3.211 -1.484 0.199
C -2.561 -2.356 1.100
H -6.133 -0.416 -3.490
H -5.390 1.183 -3.238
H -6.631 0.729 -2.147
H -5.842 -1.992 -1.834
H -5.790 -1.242 -0.368
H -3.201 -2.379 -1.604
H -4.288 -3.156 -0.508
H -2.215 -1.797 1.966
H -1.683 -2.858 0.674
H -3.249 -3.174 1.331
C 0.790 -5.127 2.560
O 1.455 -5.800 1.504
H 0.530 -4.105 2.255
H -0.123 -5.681 2.776
H 1.312 -5.016 3.515
H 2.372 -5.503 1.534
O 0.419 -3.544 -0.653
H 0.280 -3.721 -1.591
H 0.200 -4.377 -0.209
O 0.854 -1.263 0.916
H 0.088 -1.348 1.491
H 0.839 -2.066 0.364
O 4.166 -0.543 1.069
H 3.199 -0.522 1.083
H 4.431 0.377 0.956